Here is one molecule with the formula H3NP2S in a non-equilibrium geometry from the Open Molecules 2025 dataset. Energies are from wB97M-V/def2-TZVPD.

Computed properties:
**Electronic energy**: -1137.388644 hartree
**ΔE to the lowest compared entry with this formula, charge and spin**: 179.2 kJ/mol
**SMILES**: [H]/N=P/[PH2]=S
**Lowest unoccupied orbital energy**: -1.21 eV
**Gap between HOMO and LUMO**: 7.1 eV

Cartesian coordinates (Å):
H1 2.826620 1.026611 0.183254
N1 1.941085 0.534433 0.137372
P1 0.696450 1.409542 0.019587
P2 -1.149103 -0.340698 -0.042799
S1 -3.139125 -0.414800 0.005122
H2 -0.639724 -1.000317 -1.172299
H3 -0.536201 -1.214772 0.869764

Cartesian forces (eV/Å) of the 6 atoms listed first:
H 0.2 0.0 0.0
N 0.1 -0.8 0.1
P -1.8 0.3 -0.1
P 0.2 -0.3 -0.1
S 1.2 0.6 0.1
H 0.1 0.2 -0.3